No. 1
Molecular formula: C4H8O3
Method: DFT, ωB97M-V/def2-TZVPD

CARTESIAN COORDINATES (ANGSTROEM)
C: 0.825 1.629 0.547
C: -2.173 -1.319 0.205
C: -1.818 -1.421 -1.070
C: 2.124 0.850 0.462
O: -0.330 0.889 0.293
O: 1.992 -0.287 -0.240
O: 3.170 1.217 0.920
H: 2.851 -0.731 -0.313
H: 0.740 2.055 1.553
H: 0.930 2.474 -0.159
H: -2.922 -0.617 0.533
H: -1.658 -1.861 0.980
H: -1.161 -2.207 -1.411
H: -2.364 -0.910 -1.848
H: -0.206 0.240 -0.453

Its HOMO-LUMO gap is 10.8 eV. The value obtained for the maximum force is 1.5 eV/Å. The total energy comes out at -382.89928 a.u. For the HOMO energy, the calculation gives -10.22 eV. The calculation puts the LUMO energy at 0.60 eV.

***

No. 2
Molecular formula: C44H81BrCl2N12O10
Method: DFT, ωB97M-V/def2-TZVPD

CARTESIAN COORDINATES (ANGSTROEM)
C: 3.553 -1.322 -2.955
C: 3.636 -1.421 -1.634
C: 3.832 -1.530 -0.019
C: 4.323 -0.085 0.488
C: 5.850 0.306 0.129
Br: 7.033 -0.945 -0.847
C: 6.357 1.725 0.564
Cl: 8.098 2.157 0.101
C: 5.470 2.808 1.357
N: 6.109 4.080 1.653
C: 5.152 4.931 2.321
C: 3.678 4.553 2.719
Cl: 2.656 5.813 3.618
N: 3.080 3.278 2.414
C: 3.994 2.403 1.699
C: 3.418 0.965 1.260
C: 1.884 0.616 1.592
C: 1.666 -0.677 2.537
C: 0.538 -1.684 1.887
H: 3.692 -1.017 -4.070
H: 2.902 -1.943 0.514
H: 4.697 -2.278 0.216
H: 5.513 6.003 2.598
H: 1.282 1.484 2.055
H: 1.371 0.395 0.565
H: 2.623 -1.337 2.658
H: 1.277 -0.433 3.596
H: 1.026 -2.675 1.517
H: 0.015 -1.226 0.968
H: -0.257 -1.990 2.682
C: 4.445 4.305 7.530
O: 4.140 4.364 8.709
N: 5.720 4.195 7.048
C: 6.002 4.130 5.629
C: 6.823 4.142 7.986
H: 3.684 4.337 6.734
H: 6.514 3.189 5.412
H: 6.647 4.970 5.357
H: 5.082 4.180 5.043
H: 6.690 3.281 8.647
H: 6.822 5.052 8.592
H: 7.774 4.055 7.457
C: -2.777 -0.088 1.564
O: -1.578 0.117 1.425
N: -3.654 -0.354 0.555
C: -5.063 -0.587 0.802
C: -3.162 -0.407 -0.807
H: -3.253 -0.071 2.557
H: -5.326 -1.584 0.443
H: -5.646 0.163 0.260
H: -5.292 -0.517 1.867
H: -2.394 -1.182 -0.881
H: -2.714 0.557 -1.062
H: -3.976 -0.628 -1.500
C: -3.198 4.100 0.083
O: -3.514 3.008 -0.358
N: -2.003 4.397 0.677
C: -1.703 5.722 1.178
C: -1.005 3.354 0.810
H: -3.883 4.962 0.033
H: -0.820 6.106 0.660
H: -1.499 5.659 2.250
H: -2.540 6.404 1.012
H: -0.748 2.978 -0.184
H: -1.423 2.533 1.398
H: -0.109 3.739 1.301
C: -6.384 -1.361 4.489
O: -5.361 -1.433 3.830
N: -6.512 -0.700 5.679
C: -7.765 -0.659 6.405
C: -5.358 -0.018 6.232
H: -7.318 -1.844 4.160
H: -8.077 0.382 6.517
H: -7.618 -1.105 7.393
H: -8.543 -1.212 5.876
H: -5.013 0.736 5.519
H: -4.556 -0.744 6.390
H: -5.612 0.461 7.179
C: 3.847 -1.196 -7.293
O: 3.548 -1.132 -6.112
N: 5.117 -1.311 -7.780
C: 5.393 -1.382 -9.201
C: 6.224 -1.365 -6.847
H: 3.081 -1.165 -8.084
H: 5.902 -2.325 -9.417
H: 6.039 -0.545 -9.479
H: 4.472 -1.330 -9.784
H: 6.091 -2.223 -6.183
H: 6.228 -0.452 -6.244
H: 7.172 -1.456 -7.380
C: 3.341 1.625 -11.394
O: 4.189 0.752 -11.462
N: 2.041 1.437 -11.015
C: 1.090 2.529 -10.959
C: 1.598 0.104 -10.659
H: 3.571 2.674 -11.643
H: 0.712 2.619 -9.937
H: 0.261 2.313 -11.639
H: 1.558 3.471 -11.252
H: 2.198 -0.259 -9.820
H: 1.749 -0.563 -11.512
H: 0.543 0.109 -10.380
C: -6.992 -3.481 0.084
O: -7.099 -2.331 -0.311
N: -6.968 -4.592 -0.710
C: -6.836 -5.925 -0.159
C: -7.077 -4.432 -2.146
H: -6.903 -3.715 1.157
H: -5.933 -6.389 -0.566
H: -7.712 -6.515 -0.445
H: -6.764 -5.894 0.930
H: -6.252 -3.807 -2.500
H: -8.021 -3.932 -2.380
H: -7.042 -5.402 -2.645
C: 0.415 -3.420 -13.509
O: 0.593 -3.142 -12.336
N: 1.094 -2.873 -14.563
C: 0.824 -3.256 -15.933
C: 2.114 -1.877 -14.301
H: -0.337 -4.164 -13.818
H: 1.737 -3.664 -16.374
H: 0.509 -2.372 -16.494
H: 0.036 -4.010 -15.982
H: 2.884 -2.314 -13.659
H: 1.662 -1.030 -13.779
H: 2.565 -1.535 -15.234
C: 1.723 2.430 11.959
O: 0.890 1.778 12.565
N: 2.061 3.727 12.230
C: 3.064 4.437 11.461
C: 1.396 4.413 13.319
H: 2.287 2.004 11.114
H: 3.868 4.751 12.133
H: 2.604 5.316 11.004
H: 3.480 3.803 10.678
H: 1.577 3.868 14.249
H: 0.320 4.430 13.127
H: 1.768 5.434 13.413
C: -6.551 -5.281 4.039
O: -6.638 -5.931 3.011
N: -5.975 -5.713 5.200
C: -5.909 -4.879 6.383
C: -5.411 -7.047 5.251
H: -6.946 -4.255 4.109
H: -4.861 -4.734 6.658
H: -6.437 -5.378 7.200
H: -6.370 -3.905 6.202
H: -4.630 -7.135 4.492
H: -6.197 -7.776 5.031
H: -4.990 -7.249 6.238

Its HOMO-LUMO gap is 6.8 eV. The value obtained for the maximum force is 7.3 eV/Å. The total energy comes out at -6628.65069 a.u. For the HOMO energy, the calculation gives -8.08 eV. The calculation puts the LUMO energy at -1.31 eV.

***

No. 3
Molecular formula: C16H13CsF5N4S2
Method: DFT, ωB97M-V/def2-TZVPD

CARTESIAN COORDINATES (ANGSTROEM)
Cs: 0.725 1.446 -1.579
C: -2.918 4.733 2.931
C: -1.489 4.716 2.398
N: -1.404 4.752 0.955
C: -1.640 3.672 0.147
S: -1.654 3.949 -1.554
N: -1.857 2.540 0.792
N: -1.832 1.416 0.023
C: -2.550 0.416 0.369
C: -3.546 0.453 1.493
C: -2.333 -0.854 -0.383
C: -3.114 -1.978 -0.106
C: -2.878 -3.158 -0.794
C: -1.861 -3.199 -1.733
C: -1.125 -2.040 -1.938
N: -1.351 -0.902 -1.298
H: -2.925 4.695 4.023
H: -3.464 3.873 2.547
H: -3.438 5.640 2.615
H: -0.979 3.816 2.742
H: -0.934 5.578 2.778
H: -1.442 5.638 0.482
H: -3.648 1.476 1.841
H: -3.222 -0.171 2.332
H: -4.522 0.084 1.173
H: -3.890 -1.932 0.643
H: -3.477 -4.037 -0.589
H: -1.630 -4.103 -2.279
H: -0.292 -2.036 -2.634
F: 7.537 -4.454 -0.506
C: 6.498 -3.687 -0.880
C: 6.427 -2.357 -0.511
F: 7.410 -1.818 0.230
C: 5.349 -1.583 -0.904
F: 5.360 -0.303 -0.497
C: 4.291 -2.065 -1.682
S: 2.956 -1.077 -2.186
C: 4.411 -3.416 -2.029
F: 3.458 -4.008 -2.767
C: 5.473 -4.212 -1.646
F: 5.519 -5.503 -2.016

Its HOMO-LUMO gap is 6.5 eV. The value obtained for the maximum force is 0.3 eV/Å. Its total charge is -1. The total energy comes out at -2152.45058 a.u. For the HOMO energy, the calculation gives -4.35 eV. The calculation puts the LUMO energy at 2.18 eV.

***

No. 4
Molecular formula: C2H8N2O2
Method: DFT, ωB97M-V/def2-TZVPD

CARTESIAN COORDINATES (ANGSTROEM)
N: 0.748 -1.310 -0.027
C: 1.118 0.175 -0.215
N: 1.753 0.877 0.900
H: 1.481 -1.870 -0.404
H: 1.014 -1.631 0.951
H: 1.686 0.202 -1.152
H: 0.150 0.782 -0.528
H: 1.598 0.445 1.813
H: 2.733 0.909 0.955
O: -3.255 -0.745 0.117
C: -2.453 -0.128 -0.541
O: -2.348 1.209 -0.871
H: -1.553 -0.660 -0.857
H: -2.672 1.745 -0.140

Its HOMO-LUMO gap is 10.5 eV. The value obtained for the maximum force is 2.5 eV/Å. The total energy comes out at -340.94942 a.u. For the HOMO energy, the calculation gives -9.65 eV. The calculation puts the LUMO energy at 0.84 eV.

***

No. 5
Molecular formula: C31H42GeReS5Si4
Method: DFT, ωB97M-V/def2-TZVPD

CARTESIAN COORDINATES (ANGSTROEM)
Re: 0.460 -1.405 0.842
S: 4.463 0.037 5.547
C: 3.475 -0.624 4.455
S: 1.763 -0.838 4.705
C: 1.427 -1.751 3.258
C: 2.494 -1.918 2.393
S: 2.438 -2.593 0.791
S: 3.996 -1.183 2.891
S: -0.231 -2.164 2.930
C: -3.326 0.293 -0.021
Si: -2.503 -0.273 -1.597
C: -3.797 -0.994 -2.740
C: -1.565 1.121 -2.418
Si: -0.978 -1.948 -0.979
Si: 0.549 -2.565 -2.759
C: 1.326 -4.226 -2.430
C: -0.602 -2.610 -4.228
C: 1.843 -1.243 -2.984
Si: -1.878 -4.050 -0.254
C: -0.579 -5.166 0.504
C: -2.635 -4.860 -1.764
C: -3.246 -3.666 0.963
H: -4.115 1.009 -0.262
H: -2.628 0.781 0.662
H: -3.788 -0.547 0.502
H: -4.536 -0.233 -3.003
H: -4.333 -1.810 -2.247
H: -3.369 -1.381 -3.666
H: -2.233 1.969 -2.593
H: -1.159 0.818 -3.386
H: -0.737 1.477 -1.797
H: 0.596 -5.033 -2.372
H: 1.923 -4.235 -1.518
H: 1.998 -4.449 -3.264
H: -1.451 -3.276 -4.076
H: -0.054 -2.954 -5.110
H: -0.980 -1.608 -4.440
H: 2.575 -1.265 -2.176
H: 1.393 -0.249 -3.020
H: 2.372 -1.406 -3.927
H: 0.250 -5.370 -0.173
H: -1.059 -6.121 0.736
H: -0.173 -4.768 1.434
H: -1.891 -5.185 -2.492
H: -3.329 -4.179 -2.264
H: -3.203 -5.740 -1.455
H: -2.874 -3.181 1.870
H: -3.760 -4.582 1.262
H: -3.988 -3.005 0.509
C: 0.659 0.297 0.801
Ge: 0.928 2.242 1.070
C: 2.288 2.530 2.415
C: 1.976 3.024 3.682
C: 2.986 3.340 4.579
C: 4.313 3.163 4.218
C: 4.636 2.665 2.963
C: 3.627 2.357 2.063
C: -0.869 2.757 1.584
C: -1.646 3.581 0.773
C: -2.949 3.897 1.136
C: -3.491 3.380 2.303
C: -2.733 2.539 3.108
C: -1.431 2.227 2.748
C: 1.501 2.915 -0.650
C: 1.385 4.272 -0.949
C: 1.829 4.762 -2.168
C: 2.398 3.902 -3.097
C: 2.528 2.552 -2.806
C: 2.079 2.063 -1.587
H: 0.945 3.199 3.961
H: 2.737 3.734 5.556
H: 5.101 3.414 4.917
H: 5.672 2.529 2.684
H: 3.888 1.998 1.073
H: -1.233 3.993 -0.142
H: -3.540 4.553 0.509
H: -4.506 3.626 2.585
H: -3.157 2.128 4.014
H: -0.854 1.558 3.377
H: 0.949 4.959 -0.230
H: 1.733 5.816 -2.393
H: 2.744 4.286 -4.048
H: 2.980 1.881 -3.525
H: 2.187 1.009 -1.363

Its HOMO-LUMO gap is 5.8 eV. The value obtained for the maximum force is 0.5 eV/Å. Its total charge is +1. The total energy comes out at -6510.40249 a.u. For the HOMO energy, the calculation gives -10.83 eV. The calculation puts the LUMO energy at -5.04 eV.

***

No. 6
Molecular formula: C4H3F3
Method: DFT, ωB97M-V/def2-TZVPD

CARTESIAN COORDINATES (ANGSTROEM)
C: -0.226 0.433 -0.218
C: 0.826 0.467 0.621
C: 0.368 -0.570 -1.081
C: 1.647 -0.467 -0.253
F: 0.745 0.061 -2.840
F: 2.055 -1.630 0.317
F: 2.731 0.066 -0.828
H: -1.184 0.915 -0.243
H: 1.042 0.900 1.577
H: -0.066 -1.488 -1.440

Its HOMO-LUMO gap (alpha / beta) is 10.8 / 10.8 eV. The value obtained for the maximum force is 4.0 eV/Å. The total energy comes out at -453.69916 a.u. For the HOMO energy (alpha / beta), the calculation gives -11.41 / -11.41 eV. The calculation puts the LUMO energy (alpha / beta) at -0.60 / -0.60 eV.

***

No. 7
Molecular formula: C5H16IO5
Method: DFT, ωB97M-V/def2-TZVPD

CARTESIAN COORDINATES (ANGSTROEM)
I: -0.094 -0.440 1.009
C: -0.439 -3.901 -2.025
O: -1.175 -3.332 -0.961
H: 0.346 -4.584 -1.686
H: -1.149 -4.416 -2.671
H: 0.043 -3.127 -2.635
H: -0.561 -2.801 -0.433
C: 3.993 3.058 2.537
C: 3.119 1.932 2.041
O: 1.862 2.058 2.698
O: 4.416 2.822 3.880
H: 3.433 3.998 2.496
H: 4.895 3.148 1.931
H: 3.602 0.997 2.346
H: 2.966 1.956 0.959
H: 1.309 1.328 2.369
H: 3.618 2.853 4.418
C: -3.581 0.421 -1.366
C: -3.049 -0.545 -2.396
O: -1.629 -0.651 -2.409
O: -3.473 -0.043 -0.046
H: -4.638 0.605 -1.594
H: -3.087 1.396 -1.475
H: -3.331 -0.191 -3.394
H: -3.480 -1.547 -2.287
H: -1.363 -1.026 -1.556
H: -2.552 0.033 0.250

Its HOMO-LUMO gap is 8.0 eV. The value obtained for the maximum force is 0.8 eV/Å. Its total charge is -1. The total energy comes out at -874.07553 a.u. For the HOMO energy, the calculation gives -4.73 eV. The calculation puts the LUMO energy at 3.24 eV.

***

No. 8
Molecular formula: C19H26N2O5
Method: DFT, ωB97M-V/def2-TZVPD

CARTESIAN COORDINATES (ANGSTROEM)
C: -1.161 7.994 -0.054
C: -0.108 7.117 -0.802
C: -0.432 5.663 -1.257
C: -0.671 4.858 -0.009
C: -1.333 3.482 -0.411
H: -2.057 3.655 -0.906
C: -0.068 2.845 -0.992
H: 0.097 3.186 -2.243
C: -0.578 1.316 -1.565
H: -1.555 1.298 -1.953
C: 0.663 0.454 -2.314
H: 1.176 1.101 -2.975
C: 0.997 -0.319 -1.067
C: 0.259 -0.316 0.020
O: 0.072 -0.989 0.923
O: -0.740 0.688 -0.131
C: 1.563 -1.725 -1.291
H: 2.174 -1.640 -2.311
H: 0.834 -2.491 -1.625
C: 2.723 -2.283 -0.310
C: 2.123 -3.702 -0.068
O: 2.918 -4.603 -0.309
N: 1.183 -3.707 0.779
C: 0.467 -4.673 1.410
C: -0.793 -4.509 1.800
C: -1.567 -5.521 2.627
C: -1.396 -6.748 2.496
C: -0.013 -7.164 1.525
C: 0.689 -5.995 1.179
H: 1.525 -6.355 0.581
H: 0.172 -8.174 1.369
N: -2.145 -7.795 2.856
O: -2.976 -7.512 3.617
O: -1.853 -8.920 2.775
H: -2.496 -5.164 3.257
H: -0.856 -3.468 2.187
H: 0.608 -2.837 0.900
H: 3.799 -2.338 -0.557
H: 2.669 -1.694 0.511
H: 2.237 0.382 -0.754
H: 0.007 -0.331 -2.665
H: 1.069 2.826 -0.481
H: -1.353 3.063 0.546
H: 0.230 4.924 0.589
H: -1.340 5.416 0.558
H: 0.211 5.297 -1.835
H: -1.501 5.807 -1.659
H: 0.073 7.709 -1.610
H: 0.808 7.175 -0.328
H: -1.362 7.701 0.796
H: -0.890 9.014 -0.013
H: -2.101 8.001 -0.805

Its HOMO-LUMO gap is 8.6 eV. The value obtained for the maximum force is 16.5 eV/Å. The total energy comes out at -1224.67340 a.u. For the HOMO energy, the calculation gives -9.09 eV. The calculation puts the LUMO energy at -0.51 eV.

***

Q: Among the records above, which one has the lowest maximum force?
A: C16H13CsF5N4S2